[1]
This record from OMol25 describes C42H45IrN4O4P2S2 as an isolated structure in a non-equilibrium geometry. The level of theory is ωB97M-V with the def2-TZVPD basis set.

Element x y z (Å)
Ir (0.54080, -0.92716, -0.57300)
C (2.32016, -7.64261, 2.61314)
C (1.56420, -6.79664, 1.64503)
C (0.20839, -6.52210, 1.83715)
C (-0.48635, -5.73610, 0.93423)
C (0.16348, -5.24605, -0.18564)
C (1.49948, -5.51829, -0.40802)
C (2.19531, -6.28345, 0.51045)
S (-0.73650, -4.25073, -1.36458)
O (-1.93207, -3.76131, -0.72090)
O (-0.86904, -4.91316, -2.61801)
N (0.24062, -2.90790, -1.49208)
C (1.31700, -2.84881, -2.30785)
C (1.61550, -3.65974, -3.41435)
C (2.74231, -3.34715, -4.14919)
C (3.55372, -2.28072, -3.77444)
C (3.20657, -1.54549, -2.64881)
N (2.12791, -1.82944, -1.94742)
H (2.16835, -7.31221, 3.63969)
H (3.38285, -7.62901, 2.38779)
H (1.96620, -8.67251, 2.55182)
H (-0.30624, -6.93724, 2.69382)
H (-1.53859, -5.53173, 1.05793)
H (1.97429, -5.15446, -1.30563)
H (3.24086, -6.49054, 0.34167)
H (0.95544, -4.47149, -3.68041)
H (2.98854, -3.93615, -5.01822)
H (4.43503, -2.03232, -4.34135)
H (3.80862, -0.72089, -2.29896)
O (1.44321, 0.84960, -1.79557)
P (1.23722, 2.31519, -2.01028)
C (-0.50455, 2.81340, -1.68605)
P (-0.98937, 2.27889, 0.01615)
O (-0.57363, 0.86990, 0.31759)
C (-0.27421, 3.48307, 1.17169)
C (-0.63383, 4.82384, 1.07873)
C (-0.05705, 5.75800, 1.91914)
C (0.87277, 5.35757, 2.86697)
C (1.20923, 4.01801, 2.98327)
C (0.63430, 3.08036, 2.14130)
C (-2.79455, 2.42064, 0.04786)
C (-3.47148, 3.43102, -0.62474)
C (-4.85049, 3.50694, -0.55023)
C (-5.55767, 2.57671, 0.19241)
C (-4.88513, 1.56643, 0.86023)
C (-3.50618, 1.48549, 0.78913)
C (1.66857, 2.84515, -3.69651)
C (0.89443, 3.72134, -4.44767)
C (1.39002, 4.21196, -5.64614)
C (2.65152, 3.84243, -6.08365)
C (3.42246, 2.96724, -5.33411)
C (2.92745, 2.45835, -4.14715)
C (2.23185, 3.34441, -0.90964)
C (2.13657, 4.72688, -1.02667)
C (2.82534, 5.53864, -0.14698)
C (3.62879, 4.96635, 0.82912)
C (3.75851, 3.58872, 0.91691)
C (3.05868, 2.77124, 0.04557)
H (-1.16288, 2.31345, -2.40320)
H (-0.61117, 3.89309, -1.76711)
H (-1.37331, 5.13963, 0.35976)
H (-0.33011, 6.79872, 1.82971)
H (1.33620, 6.09112, 3.51013)
H (1.92960, 3.70447, 3.72430)
H (0.89018, 2.03468, 2.22332)
H (-2.93671, 4.16516, -1.20629)
H (-5.37525, 4.28958, -1.07394)
H (-6.63183, 2.64360, 0.25636)
H (-5.44539, 0.84251, 1.43158)
H (-2.96560, 0.70536, 1.30517)
H (-0.08365, 4.03570, -4.11157)
H (0.79467, 4.89653, -6.23168)
H (3.03816, 4.25006, -7.00527)
H (4.41189, 2.69537, -5.66656)
H (3.51355, 1.77562, -3.54770)
H (1.53443, 5.15796, -1.81369)
H (2.73477, 6.61209, -0.21938)
H (4.16181, 5.60154, 1.51997)
H (4.39599, 3.15071, 1.67080)
H (3.13582, 1.69375, 0.09929)
C (-2.73967, -2.23979, 5.44847)
C (-2.58807, -1.21012, 4.33027)
N (-1.36288, -1.38588, 3.56528)
C (-1.17700, -1.88760, 2.35222)
S (0.48170, -1.75697, 1.77054)
N (-2.05904, -2.51340, 1.61215)
C (-3.33280, -3.14021, 1.94940)
C (-4.53246, -2.36009, 1.42987)
H (-3.72721, -2.13195, 5.88965)
H (-1.99991, -2.08041, 6.22847)
H (-2.63065, -3.25817, 5.07976)
H (-2.55623, -0.20808, 4.76933)
H (-3.43826, -1.24926, 3.65191)
H (-0.52453, -1.04805, 4.01940)
H (-1.79352, -2.77059, 0.64791)
H (-3.39745, -3.32433, 3.02056)
H (-3.32131, -4.09904, 1.42904)
H (-4.72568, -1.46780, 2.01689)
H (-5.41199, -2.99443, 1.47459)
H (-4.36387, -2.07687, 0.39573)

Its total charge is +2. The calculated total energy is -101509.9456 eV. As for the energy relative to the best compared isomer or geometry (same formula, charge and spin): 109.3 kJ/mol. Its HOMO energy is -0.4841 hartree. The multiplicity is 1.

---

[2]
This record from OMol25 describes a 2-piece molecular cluster, C30H43B2F8N2O10 overall in a non-equilibrium geometry. The level of theory is ωB97M-V with the def2-TZVPD basis set.

Element x y z (Å)
C (2.04266, 1.91710, -4.12462)
C (2.88322, 1.18205, -2.98661)
O (2.20993, 0.51676, -1.97389)
C (1.37143, -0.61345, -2.14701)
C (1.83609, -1.41760, -3.40695)
O (3.19914, -1.85290, -3.45835)
C (3.73063, -1.78849, -4.78933)
C (-0.07475, -0.05592, -2.53572)
C (-1.29435, -0.27441, -1.54952)
C (-2.34643, 0.75529, -2.13499)
O (-3.38704, 1.14797, -1.58185)
O (-2.22170, 1.17996, -3.38391)
C (-2.08840, -1.64683, -1.76782)
C (-2.26794, -2.00179, -3.29387)
F (-3.46348, -1.56639, -1.35269)
C (-0.74738, -0.06577, -0.10242)
N (-1.90235, -0.44298, 0.76250)
C (-0.49316, 1.43159, 0.35177)
F (0.50556, 2.07898, -0.37336)
F (-0.02240, 1.51097, 1.70902)
C (-1.68645, 2.41647, 0.42178)
C (-1.72994, 3.49692, -0.57929)
C (-2.80308, 4.49201, -0.56441)
C (-3.87008, 4.46250, 0.41619)
C (-3.82804, 3.40754, 1.40775)
C (-4.91200, 3.25791, 2.50894)
F (-6.16957, 3.15356, 1.91877)
F (-4.96448, 4.31384, 3.35952)
F (-4.75234, 2.08139, 3.19929)
C (-2.74584, 2.44115, 1.39419)
N (0.43288, -0.94610, 0.26160)
B (0.12479, -1.90455, 1.44800)
O (0.70853, -1.59785, 2.70429)
C (-0.74477, -3.23901, 1.44809)
C (-1.14693, -3.61390, 2.95788)
C (1.40838, -1.42632, -0.76179)
C (1.50879, -3.00308, -0.99920)
C (0.40286, -3.82736, -1.70610)
C (2.91470, -1.29485, -0.18671)
C (3.45188, -0.04483, 0.54277)
C (4.85637, -0.44102, 1.21269)
C (6.05567, 0.42827, 0.68875)
O (5.80232, 1.82939, 0.94046)
H (2.69253, 2.20130, -4.99713)
H (1.18268, 1.31898, -4.50939)
H (1.63373, 2.87685, -3.70660)
H (3.69777, 0.62619, -3.54355)
H (3.45707, 2.03160, -2.50649)
H (1.66494, -0.78018, -4.32795)
H (1.19986, -2.31852, -3.65788)
H (3.20159, -2.48186, -5.49176)
H (4.79339, -2.13838, -4.70029)
H (3.76746, -0.74192, -5.18948)
H (0.02224, 1.06520, -2.55358)
H (-0.29682, -0.29785, -3.60814)
H (-1.71952, -2.48516, -1.14068)
H (-2.83263, -2.97250, -3.40090)
H (-1.28880, -2.16026, -3.81785)
H (-2.85579, -1.23140, -3.84539)
H (-2.77465, -0.06745, 0.35629)
H (-1.86389, 0.02456, 1.67317)
H (-0.98137, 3.61672, -1.38722)
H (-2.79237, 5.30464, -1.32578)
H (-4.69829, 5.19715, 0.47754)
H (-2.76376, 1.68533, 2.20793)
H (1.01275, -0.23538, 0.76534)
H (0.45884, -0.65260, 2.83673)
H (-0.06781, -4.07776, 1.11855)
H (-1.71361, -3.19601, 0.90026)
H (-0.24183, -3.82005, 3.58871)
H (-1.91365, -4.42135, 3.00710)
H (-1.64207, -2.68554, 3.36528)
H (2.44979, -3.20144, -1.58968)
H (1.76473, -3.58399, -0.06363)
H (-0.17069, -3.35699, -2.53657)
H (0.90035, -4.72561, -2.18457)
H (-0.37887, -4.30478, -1.04824)
H (3.60187, -1.49598, -1.05812)
H (3.15226, -2.14462, 0.52103)
H (3.69153, 0.86056, -0.07305)
H (2.84657, 0.35051, 1.41317)
H (4.81484, -0.30808, 2.32580)
H (5.12523, -1.51702, 1.03058)
H (6.99015, 0.10790, 1.23005)
H (6.14332, 0.26344, -0.42141)
H (5.62730, 2.23797, 0.07805)
B (-3.53456, 3.04023, 7.22179)
O (-4.20541, 1.85148, 7.80029)
C (-3.79166, 0.78753, 7.12906)
O (-4.14628, -0.34353, 7.34762)
C (-2.82691, 1.21748, 6.07333)
O (-2.26278, 0.49353, 5.28536)
O (-2.67523, 2.52930, 6.12510)
F (-2.74213, 3.67990, 8.20390)
F (-4.49428, 3.94172, 6.70938)

Its total charge is -1. The calculated total energy is -78359.9204 eV. Its HOMO energy is -0.2098 hartree. The multiplicity is 1.

---

[3]
This record from OMol25 describes C17H23BCl2N4NiO4S as an isolated structure in a non-equilibrium geometry. The level of theory is ωB97M-V with the def2-TZVPD basis set.

Element x y z (Å)
Ni (0.67402, -0.00864, 0.51886)
Cl (2.87730, 0.20905, 1.27471)
C (3.35263, 0.57605, -0.39163)
Cl (1.83220, 0.79750, -1.30143)
H (3.89685, -0.27495, -0.79399)
H (3.94216, 1.49348, -0.41094)
N (-0.56530, 7.38868, -0.66673)
C (-0.95187, 6.07282, -0.81122)
C (-2.03623, 5.55583, -0.09324)
C (-2.38797, 4.22382, -0.20839)
C (-1.64759, 3.39459, -1.03161)
C (-0.56630, 3.88312, -1.73949)
C (-0.22388, 5.21538, -1.63984)
S (-1.98675, 1.64304, -1.15745)
O (-1.41868, 1.16568, -2.39097)
O (-3.37564, 1.37058, -0.91950)
N (-1.03161, 1.01945, 0.03836)
C (-1.28740, 1.26354, 1.30958)
N (-0.42108, 0.62022, 2.15647)
C (-0.62776, 0.72363, 3.45410)
C (-1.66052, 1.49664, 3.96364)
C (-2.42903, 2.18728, 3.03122)
N (-2.25608, 2.07683, 1.73331)
H (-1.25852, 8.02970, -0.31894)
H (0.00588, 7.76522, -1.40480)
H (-2.59746, 6.21408, 0.55611)
H (-3.23000, 3.81520, 0.32688)
H (-0.02617, 3.21299, -2.38892)
H (0.61148, 5.60414, -2.20216)
H (0.05022, 0.18025, 4.10277)
H (-1.84431, 1.56707, 5.02323)
H (-3.22612, 2.85488, 3.33910)
C (0.69437, -3.79180, -2.36429)
C (1.35297, -3.76584, -0.98256)
C (2.74024, -4.39600, -1.06469)
O (1.49796, -2.38193, -0.61139)
B (0.54628, -2.05933, 0.33620)
O (-0.11635, -3.16486, 0.76325)
C (0.44186, -4.34282, 0.15772)
C (-0.69747, -5.23413, -0.32962)
C (1.22251, -5.07734, 1.25415)
H (1.35013, -3.29749, -3.07839)
H (-0.24770, -3.24980, -2.34714)
H (0.52229, -4.81255, -2.69250)
H (3.27356, -3.99389, -1.92206)
H (2.65300, -5.47136, -1.18574)
H (3.32092, -4.17823, -0.17355)
H (-1.37972, -4.67773, -0.96472)
H (-1.25737, -5.59205, 0.53138)
H (-0.30440, -6.09088, -0.87382)
H (1.98743, -4.43249, 1.67907)
H (1.68454, -5.98128, 0.86418)
H (0.52850, -5.34535, 2.04744)

The expectation value of S² is 2.0065. The calculated total energy is -109753.5283 eV. As for the energy relative to the best compared isomer or geometry (same formula, charge and spin): 86.7 kJ/mol. Its HOMO energy (spin up / spin down) is -0.2698 / -0.2915 hartree. The multiplicity is 3.

---

Look up the calculated total energy of the second one. -78359.9204 eV

---

Which formula does entry 1 have? C42H45IrN4O4P2S2

---

multiplicity of number 3 (C17H23BCl2N4NiO4S)? 3